Entry 1:
Density functional theory data (the ωB97M-V functional and the def2-TZVPD basis) for an isolated molecule of C3H11PS.

As for the lowest unoccupied orbital energy: 0.906 eV. Its total energy is -23410.5763 eV. The structure (SMILES) is [PH4]CCCS. Its HOMO-LUMO gap is 8.93 eV. The total charge is 0. The HOMO energy is -8.021 eV.

CARTESIAN COORDINATES (ANGSTROEM)
P1 -1.79534 0.10448 -0.38840
C1 -0.19878 -0.88233 -0.74766
C2 0.95416 -0.73709 0.23730
C3 1.67165 0.60823 0.22953
S1 0.80053 1.96277 1.08051
H1 -2.52704 -0.76552 -1.24258
H2 -1.67321 -0.21134 1.00125
H3 -1.27464 1.29039 -0.95540
H4 -3.04281 0.81939 -0.08237
H5 0.13145 -0.62509 -1.76255
H6 -0.50970 -1.93333 -0.77144
H7 1.70693 -1.50447 0.02858
H8 0.59902 -0.94521 1.25466
H9 2.67026 0.51934 0.65395
H10 1.78670 0.96336 -0.79720
H11 0.70081 1.33641 2.26183

Entry 2:
Density functional theory data (the ωB97M-V functional and the def2-TZVPD basis) for a structure of composition C22H45N2P3RuS in a non-equilibrium geometry.

As for the lowest unoccupied orbital energy (alpha / beta): -13.793 / -15.408 eV. The expectation value of S² is 6.05. Its total energy is -67763.2886 eV. Its HOMO-LUMO gap (alpha / beta) is 3.56 / 5.73 eV. As for the spin multiplicity: 5. The total charge is +4. The HOMO energy (alpha / beta) is -17.355 / -21.134 eV.

CARTESIAN COORDINATES (ANGSTROEM)
Ru1 -0.16209 -0.57001 -0.76025
P1 -0.03219 -2.68081 -0.13606
P2 1.74207 -0.56398 -1.99851
P3 -1.42491 -1.00548 -2.46411
H1 -3.97311 2.96779 1.78333
C1 -4.34489 2.19074 1.09498
C2 -4.25785 0.78714 1.49599
H2 -4.17862 0.62648 2.56001
C3 0.59414 -2.79882 1.57775
C4 0.99514 -3.90118 -1.05687
C5 -1.63349 -3.56678 0.03201
C6 2.07657 1.19002 -2.27706
C7 3.29440 -1.07357 -1.17446
C8 1.96358 -1.34245 -3.64678
C9 -3.18531 -0.99001 -2.02664
C10 -1.29653 -2.58727 -3.38074
C11 -1.32131 0.23989 -3.77881
H3 -4.91282 2.46082 0.22584
H4 -4.93004 0.18301 0.90943
H5 0.62521 -1.80000 2.02789
H6 1.59504 -3.24320 1.60500
H7 -0.08331 -3.42435 2.17300
H8 2.06437 -3.66225 -0.99075
H9 0.70770 -3.93490 -2.11574
H10 0.83764 -4.90378 -0.63000
H11 -2.26053 -3.03163 0.75754
H12 -1.43775 -4.58127 0.40992
H13 -2.16238 -3.63830 -0.92400
H14 2.90112 1.30750 -2.98816
H15 2.35479 1.64807 -1.32124
H16 1.17590 1.67702 -2.65797
H17 4.14822 -0.91690 -1.84728
H18 3.27420 -2.12076 -0.85007
H19 3.40940 -0.44280 -0.28589
H20 2.89788 -0.97398 -4.09411
H21 1.14810 -1.09360 -4.33406
H22 2.02954 -2.43432 -3.56848
H23 -3.77620 -1.06446 -2.94521
H24 -3.41827 -0.05184 -1.50913
H25 -3.43481 -1.82529 -1.36759
H26 -1.99641 -2.54981 -4.22758
H27 -1.56604 -3.42931 -2.73559
H28 -0.27614 -2.73006 -3.75637
H29 -2.20228 0.18185 -4.42248
H30 -0.43368 0.10915 -4.39758
H31 -1.27873 1.24170 -3.34588
C12 -1.40335 1.82186 1.38929
C13 -1.32993 2.75567 0.34159
C14 -1.37526 4.12793 0.64108
C15 -1.49227 4.54651 1.97550
C16 -1.49045 3.61010 3.01240
C17 -1.43556 2.24852 2.74580
S1 -1.54176 0.11111 1.14023
H32 -3.28078 0.27773 1.12249
H33 -1.25868 2.34921 -0.68035
H34 -1.34492 4.85269 -0.17557
H35 -1.59604 5.59763 2.24270
H36 -1.54931 3.90560 4.05504
H37 -1.42310 1.50963 3.53587
C18 2.15790 3.56380 3.31662
C19 2.34118 2.18886 2.81862
C20 2.97720 1.06090 3.35266
C21 2.91744 0.08618 2.33937
N1 2.21626 0.55367 1.28371
N2 1.90126 1.82328 1.61374
C22 3.60765 -1.22258 2.38491
H38 2.51499 3.56842 4.34520
H39 2.74217 4.29306 2.73577
H40 1.09990 3.86376 3.28660
H41 3.44707 0.91857 4.30964
H42 1.31041 2.40915 1.01869
H43 3.55245 -1.67531 3.38043
H44 3.19408 -1.91565 1.64172
H45 4.68617 -1.10832 2.18902

Entry 3:
Density functional theory data (the ωB97M-V functional and the def2-TZVPD basis) for a cluster of 3 separate species, C3H8N5S3 in total in a non-equilibrium geometry.

As for the lowest unoccupied orbital energy: -3.771 eV. Its total energy is -43188.4340 eV. Its HOMO-LUMO gap is 8.17 eV. The total charge is +1. The HOMO energy is -11.945 eV.

CARTESIAN COORDINATES (ANGSTROEM)
C1 0.33793 0.42115 -0.17584
C2 -2.13992 1.03942 -0.12951
C3 -1.08133 -3.52486 -0.09086
N1 -0.45132 -0.61922 -0.08422
N2 -1.81076 -0.26737 -0.09672
N3 0.03403 -3.07169 0.21750
N4 -2.21407 -3.37302 -0.47844
N5 2.81294 3.27671 0.22813
S1 -3.58728 1.67692 0.12143
S2 -0.55294 1.91193 -0.22256
S3 2.03597 0.37477 -0.20652
H1 -2.40238 -1.06748 -0.04399
H2 -0.17659 -1.68660 0.10946
H3 0.93391 -3.48230 0.24187
H4 -2.85259 -4.11370 -0.51400
H5 2.45152 1.91689 -0.26456
H6 1.92592 3.57270 0.66370
H7 3.41499 3.02563 0.97860
H8 3.32196 3.99014 -0.25348

Entry 4:
Density functional theory data (the ωB97M-V functional and the def2-TZVPD basis) for the ion C9H19N4O with charge +1 in a non-equilibrium geometry.

As for the lowest unoccupied orbital energy: -2.486 eV. Its total energy is -17638.0440 eV. The structure (SMILES) is [H]/N=C1\NN(CC[NH+](C)C)C=C[C@H]1OC. Its HOMO-LUMO gap is 9.56 eV. The total charge is +1. The HOMO energy is -12.046 eV.

CARTESIAN COORDINATES (ANGSTROEM)
H1 -4.20019 -0.15332 -1.60924
N1 -3.64945 0.24687 -0.94171
C1 -2.55884 -0.28524 -0.65101
N2 -1.80973 -1.37902 -0.99751
N3 -0.78020 -1.79482 -0.07116
C2 0.52263 -1.98877 -0.71453
C3 1.46312 -0.81162 -1.07964
N4 1.69758 0.06450 0.07348
C4 2.25891 -0.55699 1.27876
C5 2.27362 1.31573 -0.36728
C6 -0.79610 -1.34986 1.34384
C7 -1.30841 -0.18553 1.76357
C8 -1.70597 0.61858 0.60236
O1 -0.57907 1.29925 0.04818
C9 -0.97954 2.54538 -0.44481
H2 -2.35948 -2.14260 -1.40031
H3 0.29198 -2.58323 -1.57078
H4 1.07190 -2.64260 -0.08435
H5 0.77075 -0.36351 -1.87343
H6 2.33507 -1.23965 -1.61715
H7 0.77115 0.33540 0.50675
H8 2.13547 0.09936 2.23602
H9 1.67572 -1.46661 1.39616
H10 3.35161 -0.60740 1.33889
H11 1.63679 1.86452 -0.98802
H12 2.42332 2.01103 0.61008
H13 3.18215 1.12822 -0.83998
H14 -0.24221 -1.99499 2.07136
H15 -1.21483 0.22518 2.79836
H16 -2.55246 1.37320 0.88402
H17 -1.36478 2.37960 -1.45249
H18 -0.03617 3.14350 -0.48842
H19 -1.72433 2.89541 0.23999

Entry 5:
Density functional theory data (the ωB97M-V functional and the def2-TZVPD basis) for an isolated molecule of C13H15N3O3 in a non-equilibrium geometry.

As for the lowest unoccupied orbital energy: 0.343 eV. Its total energy is -24338.2626 eV. The structure (SMILES) is NCC(=O)N[C@@H](Cc1c[nH]c2ccccc12)C(=O)O. Its HOMO-LUMO gap is 8.95 eV. The total charge is 0. The HOMO energy is -8.604 eV.

CARTESIAN COORDINATES (ANGSTROEM)
N1 -4.16832 2.01261 -0.45715
C1 -3.29063 0.93195 -0.88135
C2 -3.71576 -0.42442 -0.29984
O1 -4.90393 -0.70112 -0.24305
N2 -2.77028 -1.35417 0.06087
C3 -1.41974 -1.09375 0.47588
C4 -0.44441 -0.89921 -0.72098
C5 1.02300 -1.03424 -0.38488
C6 1.70983 -2.20361 -0.18172
N3 3.03766 -1.92657 0.05557
C7 3.23889 -0.56522 0.01543
C8 4.41020 0.17634 0.18432
C9 4.29127 1.55595 0.07473
C10 3.06513 2.17902 -0.20091
C11 1.91081 1.42840 -0.36722
C12 1.99092 0.02857 -0.27380
C13 -1.33644 0.01684 1.54386
O2 -2.30609 0.63723 1.92275
O3 -0.13289 0.24974 2.06368
H1 -5.12479 1.67784 -0.54568
H2 -4.00872 2.16259 0.55865
H3 -3.32695 0.81729 -1.97697
H4 -2.27278 1.19830 -0.64252
H5 -3.22345 -2.15518 0.47477
H6 -1.08057 -2.01149 0.97979
H7 -0.71454 -1.63906 -1.42741
H8 -0.61609 0.05412 -1.19310
H9 1.34916 -3.23218 -0.21059
H10 3.73977 -2.65127 0.24811
H11 5.35627 -0.28955 0.39599
H12 5.19084 2.16240 0.19080
H13 3.03294 3.25210 -0.25949
H14 0.94716 1.91407 -0.58488
H15 0.56254 -0.27430 1.60636

Entry 6:
Density functional theory data (the ωB97M-V functional and the def2-TZVPD basis) for an isolated molecule of C6H7FS.

As for the lowest unoccupied orbital energy: -0.091 eV. Its total energy is -19887.8399 eV. The structure (SMILES) is CC1=C(F)CCC1=S. Its HOMO-LUMO gap is 8.38 eV. The total charge is 0. The HOMO energy is -8.474 eV.

CARTESIAN COORDINATES (ANGSTROEM)
C1 0.20494 2.20739 -0.00059
C2 0.04232 0.73004 -0.00104
C3 -1.10413 0.02621 0.00167
F1 -2.31338 0.56586 -0.00377
C4 -0.97621 -1.46102 -0.00112
C5 0.55562 -1.63624 0.00129
C6 1.15023 -0.23134 0.00277
S1 2.73254 0.12906 -0.00227
H1 -0.74802 2.71119 0.00098
H2 0.77165 2.53983 -0.86660
H3 0.75652 2.53461 0.87988
H4 -1.42607 -1.89106 0.86987
H5 -1.45083 -1.89829 -0.87259
H6 0.88699 -2.17591 0.86906
H7 0.91785 -2.15032 -0.87753

Entry 7:
Density functional theory data (the ωB97M-V functional and the def2-TZVPD basis) for a cluster of 2 separate species, C7H11NO in total in a non-equilibrium geometry.

As for the lowest unoccupied orbital energy: 0.711 eV. Its total energy is -10970.8562 eV. The structure (SMILES) is C#CC(=C)C.CC(N)=O. Its HOMO-LUMO gap is 8.75 eV. The total charge is 0. The HOMO energy is -8.040 eV.

CARTESIAN COORDINATES (ANGSTROEM)
C1 -2.02862 -1.06677 -1.49501
C2 -1.00883 -0.46721 -1.12170
C3 -0.29441 0.85832 -1.03314
C4 -0.89579 2.01261 -0.70179
C5 0.91592 0.85685 -1.93875
H1 -3.05465 -1.14793 -1.76393
H2 -0.53493 2.95966 -1.07687
H3 -1.86277 2.06087 -0.22383
H4 0.62515 0.61306 -2.96135
H5 1.46752 1.79333 -1.87928
H6 1.57041 0.04744 -1.60920
C6 1.61674 -0.89903 2.02857
C7 0.40984 -0.93034 1.13341
N1 -0.76987 -0.92919 1.79548
O1 0.45860 -1.51611 -0.01260
H7 2.09962 0.07587 1.98685
H8 1.39111 -1.10142 3.07655
H9 2.36352 -1.66757 1.83366
H10 -0.86594 -0.60075 2.74023
H11 -1.60262 -0.95169 1.22272

Entry 8:
Density functional theory data (the ωB97M-V functional and the def2-TZVPD basis) for a cluster of 5 separate species, C41H52BIN7O8P in total in a non-equilibrium geometry.

As for the lowest unoccupied orbital energy: -0.611 eV. Its total energy is -88240.8301 eV. The structure (SMILES) is CCCNc1nc2c(COCCC)c(CCCCOC=O)c(P(=O)(O)O)c(CB(O)O)c2nc1I.c1ccncc1.c1ccncc1.c1ccncc1.c1ccncc1. Its HOMO-LUMO gap is 8.16 eV. The total charge is 0. The HOMO energy is -8.767 eV.

CARTESIAN COORDINATES (ANGSTROEM)
C1 -5.49531 -0.73758 1.41127
C2 -5.91629 -0.95598 -0.05414
C3 -6.46379 0.27509 -0.75713
N1 -5.44191 1.06538 -1.48462
C4 -4.12597 1.01831 -0.98666
N2 -3.30106 0.19004 -1.53965
C5 -2.01506 0.12860 -1.04854
C6 -1.10412 -0.76844 -1.64808
C7 -1.60785 -1.58840 -2.80878
O1 -1.90710 -2.89174 -2.32005
C8 -3.11656 -3.45191 -2.80107
C9 -3.76518 -4.30924 -1.68968
C10 -2.78874 -4.73233 -0.60587
C11 0.20360 -0.87465 -1.17332
C12 1.11976 -1.84954 -1.89375
C13 1.69840 -1.21252 -3.17877
C14 3.00813 -0.44308 -3.04762
C15 4.22683 -1.33697 -3.16084
O2 4.24519 -2.41334 -2.21471
C16 4.43397 -3.63028 -2.73252
O3 3.71364 -4.13393 -3.53303
C17 0.59616 -0.04503 -0.06612
P1 2.25774 -0.10392 0.62555
O4 3.17005 -1.11030 0.09299
O5 2.14934 -0.25701 2.22611
O6 2.88193 1.35426 0.43571
C18 -0.31158 0.83671 0.52969
C19 -0.00313 1.71873 1.72084
B1 -0.50059 1.10882 3.08283
O7 -1.36907 0.01023 3.11618
O8 -0.09369 1.64596 4.26880
C20 -1.63243 0.92891 0.02269
N3 -2.50299 1.81873 0.60705
C21 -3.67824 1.84856 0.10013
I1 -5.01221 3.28219 0.91974
H1 -4.43000 -0.55826 1.51112
H2 -6.01586 0.14125 1.78090
H3 -5.80286 -1.56557 2.03890
H4 -6.73634 -1.66942 -0.02248
H5 -5.13129 -1.43886 -0.62776
H6 -7.17025 -0.07294 -1.50859
H7 -7.04209 0.90250 -0.08056
H8 -5.73404 2.01866 -1.64292
H9 -2.46820 -1.11882 -3.26657
H10 -0.83339 -1.66334 -3.57005
H11 -2.88820 -4.10839 -3.64256
H12 -3.82417 -2.67604 -3.08095
H13 -4.19639 -5.21045 -2.11528
H14 -4.56990 -3.72258 -1.25342
H15 -1.85866 -5.08836 -1.04165
H16 -2.53281 -3.92194 0.06401
H17 -3.21317 -5.52762 0.00185
H18 1.86464 -2.31031 -1.26381
H19 0.47322 -2.64917 -2.23028
H20 1.83951 -2.00294 -3.91348
H21 0.96877 -0.53591 -3.60937
H22 3.08941 0.21020 -3.91976
H23 3.04609 0.20879 -2.18347
H24 4.18118 -1.77136 -4.15947
H25 5.14544 -0.75622 -3.11596
H26 5.31106 -4.16674 -2.36372
H27 1.51362 -0.95949 2.40945
H28 2.21023 2.00049 0.18740
H29 1.03208 2.02086 1.78479
H30 -0.57399 2.63910 1.60963
H31 -0.92722 -0.75885 3.48711
H32 -0.71432 1.37425 4.95447
C22 -4.26378 -3.76318 4.93979
C23 -4.79180 -4.75380 4.12878
C24 -4.73465 -4.57873 2.75361
N4 -4.20261 -3.50996 2.16634
C25 -3.69892 -2.56642 2.96018
C26 -3.70378 -2.64366 4.34500
H33 -4.28917 -3.86123 6.01762
H34 -5.23907 -5.64350 4.55000
H35 -5.13416 -5.33197 2.08257
H36 -3.27367 -1.70497 2.45731
H37 -3.28241 -1.84377 4.93930
C27 -0.75551 -0.50593 -8.75449
C28 -1.62989 -0.18114 -7.73016
C29 -1.23522 -0.43225 -6.42507
N5 -0.06225 -0.97146 -6.09916
C30 0.76530 -1.27881 -7.09504
C31 0.46975 -1.06647 -8.43307
H38 -1.02506 -0.32545 -9.78716
H39 -2.59670 0.25703 -7.93594
H40 -1.88882 -0.19086 -5.59283
H41 1.71174 -1.71957 -6.79909
H42 1.18191 -1.33514 -9.20092
C32 4.70471 3.65967 2.43346
C33 3.55417 3.72401 3.20289
C34 2.85943 4.92468 3.24314
N6 3.23791 6.01986 2.58523
C35 4.34629 5.93822 1.85069
C36 5.11234 4.78712 1.74032
H43 5.27543 2.74174 2.37354
H44 3.20145 2.86549 3.75898
H45 1.95273 5.02022 3.83076
H46 4.63024 6.84526 1.32823
H47 6.00404 4.77524 1.12903
C37 6.84812 4.32420 5.57219
C38 8.00502 4.39159 6.33151
C39 8.59226 5.63276 6.52656
N7 8.10893 6.76592 6.02253
C40 6.99724 6.68229 5.29442
C41 6.32987 5.49318 5.04110
H48 6.35723 3.37494 5.39624
H49 8.44430 3.50319 6.76425
H50 9.49718 5.73033 7.11653
H51 6.62649 7.61986 4.89452
H52 5.42945 5.48458 4.44419

- Look up the total charge of the second one.
  +4